Entry 1:
The ion C5H13N2S with charge -1, computed with ωB97M-V/def2-TZVPD.

```
21
C5H13N2S (ωB97M-V/def2-TZVPD)
C 1.51 -2.46 1.53
N 1.21 -2.31 0.14
C 0.05 -1.51 -0.21
C 0.25 0.03 -0.11
C -0.06 0.76 -1.46
S -1.55 1.83 -1.51
N -0.49 0.59 1.01
C 0.27 1.44 1.91
H 0.94 -3.24 2.04
H 1.44 -1.51 2.08
H 2.57 -2.70 1.65
H 1.98 -2.19 -0.49
H -0.19 -1.73 -1.25
H -0.86 -1.79 0.34
H 1.32 0.16 0.04
H -0.21 0.02 -2.25
H 0.81 1.36 -1.76
H -1.23 1.16 0.58
H 0.24 1.12 2.96
H -0.16 2.45 1.92
H 1.30 1.57 1.58
```

The SMILES is CNC[C@@H](C[S-])NC. The orbital gap comes out at 6.2 eV. The value obtained for the largest force on an atom is 0.0277 Eh/bohr. The net charge is -1.


Entry 2:
The molecule C3H7N3O2, computed with ωB97M-V/def2-TZVPD.

```
15
C3H7N3O2 (ωB97M-V/def2-TZVPD)
O -3.13 0.48 -0.06
N -2.19 -0.56 0.00
C -0.92 -0.11 -0.40
N -0.57 1.19 -0.13
N 0.92 1.32 0.17
C 1.75 0.28 -0.20
C 1.08 -0.98 0.24
O -0.22 -1.20 -0.37
H -2.74 1.28 0.14
H -2.41 -1.19 0.71
H 1.37 2.11 -0.23
H 1.83 0.10 -1.34
H 2.92 0.26 0.12
H 0.73 -1.01 1.42
H 1.59 -1.96 -0.07
```

The SMILES is ONC1=NNCCO1. The orbital gap comes out at 9.1 eV. The value obtained for the largest force on an atom is 0.1081 Eh/bohr. The net charge is 0.